1.
Here is C6H12O12S3 as an isolated structure at a distorted geometry from OMol25. Energies are from wB97M-V/def2-TZVPD.

Each line ends with the Mulliken charge.
Atoms and positions in Å:
C -3.480 -0.249 1.573  -0.14
C -4.103 1.138 1.698  -0.26
O -5.468 0.896 2.061  -0.32
S -5.918 -0.598 1.718  1.12
O -6.924 -0.604 0.729  -0.53
O -6.113 -1.287 2.929  -0.53
O -4.559 -1.026 1.033  -0.30
H -3.170 -0.671 2.530  0.29
H -2.658 -0.282 0.866  0.12
H -4.067 1.668 0.746  0.27
H -3.671 1.760 2.478  0.30
C 4.956 -1.592 1.359  -0.26
C 5.917 -0.390 1.438  -0.31
O 5.240 0.697 0.770  -0.33
S 3.686 0.492 0.900  1.14
O 3.028 0.965 -0.253  -0.49
O 3.263 0.916 2.183  -0.58
O 3.719 -1.092 0.827  -0.30
H 4.799 -2.075 2.320  0.26
H 5.298 -2.337 0.644  0.26
H 6.875 -0.540 0.957  0.30
H 6.058 -0.064 2.469  0.28
C -0.662 0.859 -2.005  -0.34
C 0.790 0.530 -2.433  -0.10
O 0.686 -0.223 -3.637  -0.30
S -0.827 -0.257 -4.136  1.08
O -1.134 -1.527 -4.653  -0.54
O -1.086 0.919 -4.883  -0.55
O -1.454 -0.127 -2.679  -0.26
H -0.895 1.857 -2.374  0.31
H -0.834 0.773 -0.939  0.27
H 1.354 0.019 -1.656  0.17
H 1.355 1.452 -2.581  0.27

The energy relative to the best compared isomer or geometry (same formula, charge and spin) comes out at 52.65 kJ/mol. The calculated total energy comes out at -2333.18721 Ha. As for the largest force on an atom: 0.0250 hartree/bohr. The value obtained for the HOMO-LUMO gap is 11.25 eV.

2.
Here is a 2-piece molecular cluster, CH2N2P2 overall at a distorted geometry from OMol25. Energies are from wB97M-V/def2-TZVPD.

Each line ends with the Löwdin spin population.
Atoms and positions in Å:
C 2.088 0.260 -0.147  0.01
N 1.784 -0.583 -0.909  0.01
N -1.419 0.316 0.308  0.39
P -1.731 1.391 1.321  0.96
P -0.927 -0.808 -0.751  0.56
H -2.140 -1.573 -0.428  0.07
H 2.345 0.998 0.606  0.00

The energy relative to the best compared isomer or geometry (same formula, charge and spin) comes out at 10.03 kJ/mol. The calculated total energy comes out at -831.38715 Ha. Its spin multiplicity is 3. As for the largest force on an atom: 0.0743 hartree/bohr. The value obtained for the HOMO-LUMO gap (spin up / spin down) is 6.32 / 7.91 eV.

> What is the calculated total energy in the second record?

-831.38715 Ha